37
Properties=species:S:1:pos:R:3:forces:R:3 method="wB97M-V/def2-TZVPD" homo_energy_ev=-9.0279 orbital_gap_ev=9.152 e_tot_ev=-45032.51094
Be 1.551 -2.082 -0.626 0.217 -0.413 -0.321
C -1.624 4.318 2.929 -0.015 0.012 0.002
C -0.848 3.514 1.934 0.034 -0.048 -0.049
C 0.209 2.700 2.325 0.002 -0.026 -0.113
C 0.912 1.952 1.393 0.120 -0.049 0.126
C 0.559 2.034 0.062 0.133 -0.262 -0.558
C -0.480 2.849 -0.348 -0.006 0.081 -0.141
C -1.186 3.581 0.587 0.121 -0.058 0.011
S 1.424 1.067 -1.173 0.118 -0.395 -0.218
O 0.842 1.345 -2.462 -0.214 0.101 0.362
O 2.837 1.233 -1.027 -0.001 -0.116 0.339
N 1.071 -0.490 -0.756 1.148 1.167 0.084
C -0.183 -0.952 -0.830 -1.936 0.271 -0.088
C -1.380 -0.294 -1.144 -0.167 -0.042 -0.095
C -2.551 -1.012 -1.050 0.276 -0.133 0.071
C -2.522 -2.367 -0.708 0.090 0.004 0.043
C -1.302 -2.957 -0.470 -0.278 -0.287 0.004
N -0.172 -2.264 -0.531 0.373 0.360 0.065
H -1.233 4.191 3.933 0.004 0.013 0.114
H -2.669 4.013 2.920 -0.093 0.020 0.067
H -1.585 5.374 2.669 -0.030 0.101 0.048
H 0.481 2.655 3.369 0.057 -0.048 0.111
H 1.732 1.314 1.685 0.105 -0.068 0.121
H -0.706 2.901 -1.401 -0.109 0.069 -0.127
H -2.004 4.213 0.275 -0.069 0.076 -0.068
H -1.362 0.730 -1.471 -0.085 0.050 0.039
H -3.496 -0.523 -1.232 -0.077 0.043 -0.110
H -3.429 -2.943 -0.642 -0.089 -0.094 0.053
H -1.195 -3.998 -0.211 -0.029 -0.151 0.018
N 1.890 -3.060 -3.430 0.074 0.014 -0.186
C 1.869 -2.699 -2.341 0.009 -0.025 -0.152
H 1.933 -3.365 -4.383 0.024 0.007 0.127
F 1.299 -4.613 0.883 -1.007 -0.255 0.433
B 2.543 -4.305 0.459 -0.086 -0.290 -0.179
F 3.527 -4.602 1.310 0.647 0.048 0.527
F 2.755 -4.703 -0.826 0.281 -0.317 -0.819
F 2.494 -2.755 0.327 0.457 0.639 0.459